Below is an isolated ion of composition C7H15BN3O and charge +1 at a distorted geometry, with properties calculated with the ωB97M-V functional and the def2-TZVPD basis.

Cartesian coordinates (Å):
C  3.368  -0.208  -0.235
C  3.049  1.397  -0.477
N  2.431  2.089  0.728
C  0.986  1.691  0.943
C  0.117  0.798  -0.122
N  -1.219  0.656  0.573
B  -2.197  -0.200  -0.231
O  -3.318  0.471  -0.919
C  -1.865  -1.826  -0.288
C  -2.868  -2.684  -1.262
C  -1.341  1.328  1.923
N  0.032  1.964  2.112
H  3.903  -0.666  -1.197
H  2.402  -0.858  -0.064
H  4.143  -0.351  0.646
H  4.111  1.912  -0.641
H  2.440  1.548  -1.474
H  2.968  1.741  1.556
H  0.376  0.318  -1.158
H  -3.642  -0.042  -1.717
H  -1.868  -2.198  0.839
H  -0.730  -1.899  -0.650
H  -2.935  -2.190  -2.328
H  -2.421  -3.775  -1.416
H  -3.910  -2.829  -0.744
H  -2.290  1.312  2.608
H  0.278  2.501  2.997

Forces on atoms 1 to 3 (eV/Å):
0.361 -0.242 -0.572
1.492 -0.926 -0.978
-2.768 -1.955 0.863

Values from the calculation:
Highest occupied orbital energy, eV: -12.411
Net charge: +1
Energy relative to the best compared isomer or geometry (same formula, charge and spin), kcal/mol: 158.5
Gap between HOMO and LUMO, eV: 8.454
SMILES: CCNc1cn(B(O)CC)c[nH+]1

***

Below is C7H15Br2 as an isolated structure at a distorted geometry, with properties calculated with the ωB97M-V functional and the def2-TZVPD basis.

Cartesian coordinates (Å):
Br  -3.448  -0.969  -1.480
Br  -2.661  -1.334  4.009
C  -1.175  -1.185  1.553
C  -2.603  -0.893  1.765
C  -3.502  -2.041  1.435
C  -3.091  0.527  1.858
C  -3.164  1.530  0.716
C  -2.120  1.160  2.947
C  -4.523  0.360  2.417
H  -0.548  -0.399  1.209
H  -1.018  -1.371  2.621
H  -1.010  -2.133  1.039
H  -3.125  -2.716  0.662
H  -3.447  -2.603  2.415
H  -4.581  -1.872  1.235
H  -3.772  1.141  -0.108
H  -3.616  2.426  1.083
H  -2.200  1.809  0.266
H  -2.176  0.525  3.858
H  -1.081  1.173  2.620
H  -2.481  2.127  3.164
H  -4.653  -0.587  2.926
H  -4.694  1.165  3.183
H  -5.214  0.443  1.566

Forces on atoms 1 to 3 (eV/Å):
0.023 -0.412 -0.303
-0.565 -2.242 1.878
0.294 -1.164 0.791

Values from the calculation:
Highest occupied orbital energy (spin up / spin down), eV: -8.888 / -8.861
Net charge: 0
Expectation value of S²: 0.753
Energy relative to the best compared isomer or geometry (same formula, charge and spin), kcal/mol: 59.0
Spin multiplicity: 2
Gap between HOMO and LUMO (spin up / spin down), eV: 8.805 / 5.050

***

Below is C7H15Br9N4O8 as an isolated structure at a distorted geometry, with properties calculated with the ωB97M-V functional and the def2-TZVPD basis.

Cartesian coordinates (Å):
C  5.069  14.514  11.439
N  5.329  13.723  10.255
O  4.351  13.186  9.762
O  6.424  13.687  9.763
H  4.156  14.139  11.883
H  4.935  15.527  11.035
H  5.886  14.382  12.080
C  11.746  6.889  9.333
N  10.833  8.033  9.132
O  9.783  7.804  8.556
O  11.219  9.125  9.582
H  12.269  7.147  10.240
H  12.365  6.898  8.500
H  11.257  5.978  9.647
C  12.208  12.116  6.361
N  12.060  10.647  6.158
O  12.828  9.881  6.773
O  11.298  10.289  5.246
H  13.199  12.422  6.280
H  11.746  12.394  7.311
H  11.635  12.613  5.583
C  8.052  10.676  9.855
N  9.231  11.508  9.648
O  9.333  12.105  8.641
O  10.064  11.455  10.494
H  8.383  9.648  10.014
H  7.428  10.764  8.995
H  7.572  11.051  10.629
C  5.852  9.569  5.835
Br  4.777  9.387  4.294
Br  7.703  9.533  5.421
Br  5.225  8.471  7.236
H  5.638  10.563  6.227
C  12.203  10.892  13.013
Br  10.748  9.881  13.729
Br  13.915  10.108  13.377
Br  11.979  12.707  13.713
H  12.089  11.024  11.938
C  7.577  11.591  14.864
Br  6.758  12.839  16.027
Br  7.884  12.534  13.157
Br  6.439  10.047  14.429
H  8.513  11.202  15.153

Forces on atoms 1 to 3 (eV/Å):
-0.971 0.679 -0.310
-1.372 -0.867 -1.255
-0.019 -0.227 -0.038

Values from the calculation:
Highest occupied orbital energy, eV: -10.000
Net charge: 0
Energy relative to the best compared isomer or geometry (same formula, charge and spin), kcal/mol: 12.5
Gap between HOMO and LUMO, eV: 9.791

***

Below is C7H15Cl4FNO4S2 as an isolated structure at a distorted geometry, with properties calculated with the ωB97M-V functional and the def2-TZVPD basis.

Cartesian coordinates (Å):
C  -0.858  -0.344  1.040
C  -2.086  0.595  0.887
F  -1.689  1.742  0.193
S  -3.500  -0.165  -0.034
O  -4.233  0.923  -0.729
O  -4.389  -0.715  1.048
N  -3.038  -1.476  -0.984
S  -2.407  -1.012  -2.482
C  -0.757  -0.213  -2.360
O  -2.162  -2.290  -3.241
O  -3.280  -0.149  -3.318
H  -0.771  -1.040  0.184
H  0.081  0.257  1.074
H  -0.894  -0.941  1.974
H  -2.429  0.897  1.901
H  -0.889  0.854  -2.109
H  -0.041  -0.759  -1.717
H  -0.342  -0.254  -3.394
Cl  1.359  1.817  -3.085
C  1.809  3.460  -2.567
C  2.444  3.469  -1.196
Cl  1.278  3.055  0.084
H  0.913  4.079  -2.598
H  2.515  3.844  -3.304
H  2.821  4.468  -0.971
H  3.276  2.769  -1.137
Cl  2.292  -0.807  3.810
C  2.263  -2.571  4.057
C  2.195  -3.328  2.751
Cl  0.629  -3.113  1.933
H  1.417  -2.808  4.700
H  3.180  -2.832  4.587
H  2.312  -4.396  2.937
H  2.980  -3.014  2.065

Forces on atoms 1 to 3 (eV/Å):
0.086 0.054 -0.134
1.298 -0.378 0.276
-0.149 -0.335 0.225

Values from the calculation:
Highest occupied orbital energy, eV: -5.669
Net charge: -1
Gap between HOMO and LUMO, eV: 7.936

***

Below is C7H15ClI2N2OPRe as an isolated structure at a distorted geometry, with properties calculated with the ωB97M-V functional and the def2-TZVPD basis.

Cartesian coordinates (Å):
I  -0.764  3.150  2.231
I  0.706  1.507  3.579
Re  -0.032  -0.827  -0.928
P  1.899  -0.086  -2.123
C  3.112  1.239  -1.790
C  2.745  -1.737  -1.957
H  0.152  -0.401  -3.827
H  1.647  0.308  -4.478
H  0.575  1.323  -3.626
C  0.945  0.322  -3.668
H  2.020  -2.546  -2.036
H  3.472  -1.796  -2.749
H  3.911  1.322  -2.513
H  3.608  1.130  -0.839
H  3.307  -1.784  -1.051
H  2.665  2.221  -1.753
C  0.886  0.648  -0.163
O  1.331  1.544  0.469
Cl  -1.052  -2.533  -1.984
C  -3.340  -1.488  2.838
N  -2.544  -0.179  2.391
C  -2.980  0.942  3.239
C  -1.715  -0.261  1.357
N  -1.033  -0.451  0.497
H  -4.043  -1.179  3.614
H  -2.585  -2.203  3.146
H  -3.781  -1.885  1.930
H  -2.079  1.333  3.695
H  -3.270  1.722  2.556
H  -3.763  0.644  3.943

Forces on atoms 1 to 3 (eV/Å):
0.568 0.530 0.263
0.040 0.427 0.204
1.183 -4.046 -6.171

Values from the calculation:
Highest occupied orbital energy (spin up / spin down), eV: -18.802 / -18.380
Net charge: +3
Expectation value of S²: 3.778
Energy relative to the best compared isomer or geometry (same formula, charge and spin), kcal/mol: 48.4
Spin multiplicity: 4
Gap between HOMO and LUMO (spin up / spin down), eV: 6.488 / 3.729

***

Below is C7H15ClNO2PS in the gas phase at a distorted geometry, with properties calculated with the ωB97M-V functional and the def2-TZVPD basis.

Cartesian coordinates (Å):
C  -1.809  3.378  0.054
C  -1.510  2.156  1.002
N  -0.809  1.049  0.420
C  0.420  0.792  0.740
O  1.046  1.484  1.493
O  0.729  -0.488  0.145
C  2.018  -1.055  0.499
C  1.674  -2.430  1.197
C  2.794  -1.322  -0.671
P  -1.651  -0.725  -0.349
C  -1.223  -0.701  -2.151
S  -1.777  -2.451  0.431
Cl  -3.505  0.135  -0.292
H  -2.538  3.037  -0.782
H  -2.233  4.065  0.696
H  -0.903  3.961  -0.348
H  -0.910  2.465  1.822
H  -2.539  1.840  1.382
H  2.347  -0.336  1.224
H  2.536  -2.933  1.612
H  0.945  -2.163  2.009
H  1.124  -3.004  0.388
H  2.900  -0.548  -1.441
H  2.240  -2.167  -1.140
H  3.763  -1.788  -0.530
H  -2.009  -1.216  -2.720
H  -0.918  0.279  -2.520
H  -0.205  -1.313  -2.171

Forces on atoms 1 to 3 (eV/Å):
1.298 -1.960 -1.933
-2.029 0.589 -0.931
-3.589 -3.150 -2.730

Values from the calculation:
Highest occupied orbital energy, eV: -9.413
Net charge: 0
Energy relative to the best compared isomer or geometry (same formula, charge and spin), kcal/mol: 2.1
Gap between HOMO and LUMO, eV: 9.305
SMILES: CCN(C(=O)OC(C)C)[P@@](C)(=S)Cl

***

Below is C7H15ClNOP in the gas phase at a distorted geometry, with properties calculated with the ωB97M-V functional and the def2-TZVPD basis.

Cartesian coordinates (Å):
C  -0.891  -1.183  1.815
C  -0.819  -0.980  0.324
C  -0.632  -2.374  -0.384
N  0.301  -0.025  0.025
C  0.107  1.302  -0.674
C  -1.028  2.034  -0.016
C  -0.132  1.014  -2.157
P  1.805  -0.817  0.113
Cl  2.814  -0.332  -1.590
C  2.776  0.628  1.381
O  3.701  1.325  1.123
H  -0.090  -1.683  2.268
H  -1.008  -0.302  2.360
H  -1.833  -1.778  2.160
H  -1.823  -0.455  -0.049
H  -0.047  -2.944  0.269
H  -0.345  -2.131  -1.384
H  -1.617  -2.881  -0.381
H  1.090  1.778  -0.577
H  -1.098  2.005  1.116
H  -1.130  2.998  -0.391
H  -2.023  1.445  -0.136
H  0.824  0.905  -2.725
H  -0.650  1.833  -2.584
H  -0.719  0.184  -2.426
H  2.468  0.434  2.519

Forces on atoms 1 to 3 (eV/Å):
-3.427 -1.390 0.350
-1.486 0.865 -1.106
-2.857 2.149 0.602

Values from the calculation:
Highest occupied orbital energy, eV: -8.225
Net charge: 0
Energy relative to the best compared isomer or geometry (same formula, charge and spin), kcal/mol: 74.5
Gap between HOMO and LUMO, eV: 8.911
SMILES: CC(C)N(C(C)C)P(Cl)C=O

***

Below is a 5-piece molecular cluster, C7H15FN4O11 overall at a distorted geometry, with properties calculated with the ωB97M-V functional and the def2-TZVPD basis.

Cartesian coordinates (Å):
O  -1.602  2.291  1.659
C  -2.340  1.560  1.009
O  -2.572  0.239  1.318
C  -3.062  -0.421  0.137
C  -3.748  0.797  -0.520
F  -5.017  0.945  -0.138
O  -3.046  1.904  -0.063
H  -2.185  -0.836  -0.360
H  -3.743  -1.257  0.299
H  -3.745  0.663  -1.601
C  -1.067  -1.263  4.024
N  -1.390  0.094  4.600
O  -0.475  0.650  5.270
O  -2.531  0.509  4.350
H  -1.498  -1.277  3.023
H  -1.567  -2.025  4.622
H  0.016  -1.355  3.937
C  4.202  1.817  -1.893
N  3.660  3.165  -1.751
O  2.650  3.329  -1.080
O  4.189  4.110  -2.325
H  4.083  1.251  -0.969
H  5.237  1.881  -2.227
H  3.460  1.366  -2.553
C  1.654  0.860  1.218
N  1.023  -0.472  0.782
O  1.054  -1.454  1.556
O  0.454  -0.446  -0.293
H  0.878  1.405  1.755
H  2.057  1.397  0.359
H  2.467  0.610  1.900
C  -0.055  -3.034  -3.194
N  0.840  -2.594  -4.307
O  0.417  -2.519  -5.463
O  2.012  -2.414  -4.008
H  -0.881  -3.464  -3.761
H  -0.264  -2.139  -2.607
H  0.435  -3.877  -2.707

Forces on atoms 1 to 3 (eV/Å):
-1.928 -1.887 -1.840
1.961 0.578 2.855
0.454 0.117 0.154

Values from the calculation:
Highest occupied orbital energy, eV: -11.076
Net charge: 0
Energy relative to the best compared isomer or geometry (same formula, charge and spin), kcal/mol: 15.9
Gap between HOMO and LUMO, eV: 10.638
SMILES: O=C1OC[C@@H](F)O1.C[N+](=O)[O-].C[N+](=O)[O-].C[N+](=O)[O-].C[N+](=O)[O-]

***

Below is a 2-piece molecular cluster, C7H15FO8S2 overall at a distorted geometry, with properties calculated with the ωB97M-V functional and the def2-TZVPD basis.

Cartesian coordinates (Å):
C  -1.086  2.045  -2.202
S  -1.027  0.985  -0.770
O  -0.947  1.820  0.393
O  -2.147  0.081  -0.856
C  0.467  -0.109  -0.827
C  0.614  -0.725  0.573
C  1.704  -0.146  1.473
C  1.539  1.288  1.929
F  0.476  1.396  2.799
O  0.079  -1.181  -1.738
S  1.409  -1.968  -2.223
O  1.404  -1.997  -3.641
O  1.560  -3.180  -1.498
O  2.442  -0.898  -1.625
C  1.743  0.364  -1.505
O  1.594  0.903  -2.778
H  -1.652  2.909  -1.863
H  -0.105  2.357  -2.536
H  -1.648  1.521  -2.970
H  0.818  -1.783  0.437
H  -0.355  -0.659  1.068
H  2.695  -0.271  1.034
H  1.708  -0.750  2.382
H  1.409  1.989  1.103
H  2.436  1.591  2.472
H  2.363  1.058  -0.954
H  0.747  0.667  -3.162
C  -3.214  -1.145  2.896
O  -2.104  -1.411  2.047
H  -2.827  -0.996  3.900
H  -3.739  -0.239  2.582
H  -3.914  -1.985  2.907
H  -2.441  -1.531  1.154

Forces on atoms 1 to 3 (eV/Å):
-0.138 -0.173 0.025
-1.077 -0.012 0.203
0.662 0.076 -0.198

Values from the calculation:
Highest occupied orbital energy, eV: -10.312
Net charge: 0
Gap between HOMO and LUMO, eV: 10.577
SMILES: CS(=O)(=O)[C@@]1(CCCF)OS(=O)(=O)O[C@H]1O.CO

***

Below is a 2-piece molecular cluster, C7H15N overall, with properties calculated with the ωB97M-V functional and the def2-TZVPD basis.

Cartesian coordinates (Å):
C  0.330  3.299  0.939
C  0.104  1.891  1.416
C  -1.031  1.215  1.349
C  -1.249  -0.186  1.854
H  -0.531  3.613  0.343
H  0.405  4.010  1.764
H  1.235  3.391  0.342
H  1.009  1.355  1.702
H  -1.922  1.663  0.914
H  -0.509  -0.494  2.586
H  -2.248  -0.302  2.274
H  -1.262  -0.899  1.022
C  0.010  -0.494  -2.624
C  0.783  -1.259  -1.594
C  0.456  -2.497  -1.214
N  1.224  -3.228  -0.289
H  -0.898  -1.022  -2.902
H  -0.268  0.489  -2.239
H  0.610  -0.315  -3.517
H  1.593  -0.777  -1.057
H  -0.382  -3.019  -1.656
H  0.679  -3.785  0.355
H  1.862  -2.649  0.232

Forces on atoms 1 to 3 (eV/Å):
-0.655 -0.071 -0.041
0.645 -0.043 -0.494
-0.393 -0.255 0.233

Values from the calculation:
Highest occupied orbital energy, eV: -8.013
Net charge: 0
Energy relative to the best compared isomer or geometry (same formula, charge and spin), kcal/mol: 30.3
Gap between HOMO and LUMO, eV: 9.105
SMILES: C/C=C/C.C/C=C/N

***

Below is C7H15N in the gas phase at a distorted geometry, with properties calculated with the ωB97M-V functional and the def2-TZVPD basis.

Cartesian coordinates (Å):
C  1.825  -1.330  -0.531
C  1.379  -0.089  0.220
N  2.417  1.173  0.041
C  0.262  0.647  -0.380
C  -0.667  1.495  0.429
C  -1.220  0.134  0.123
C  -1.452  -0.826  1.264
C  -2.254  0.015  -0.971
H  1.965  -1.110  -1.589
H  1.071  -2.112  -0.449
H  2.767  -1.705  -0.132
H  1.273  -0.255  1.292
H  3.183  1.080  0.701
H  2.782  1.297  -0.899
H  0.315  0.808  -1.450
H  -1.105  2.356  -0.060
H  -0.374  1.690  1.453
H  -2.449  -0.668  1.686
H  -0.737  -0.685  2.071
H  -1.399  -1.861  0.925
H  -2.070  0.725  -1.775
H  -2.256  -0.990  -1.396
H  -3.255  0.212  -0.576

Forces on atoms 1 to 3 (eV/Å):
-0.065 0.178 0.253
2.852 3.357 -1.332
-0.450 -1.849 1.551

Values from the calculation:
Highest occupied orbital energy, eV: -8.476
Net charge: 0
Energy relative to the best compared isomer or geometry (same formula, charge and spin), kcal/mol: 35.1
Gap between HOMO and LUMO, eV: 9.504
SMILES: C[C@@H](N)[C@@H]1CC1(C)C

***

Below is C7H15N in the gas phase at a distorted geometry, with properties calculated with the ωB97M-V functional and the def2-TZVPD basis.

Cartesian coordinates (Å):
C  -2.650  0.890  0.718
C  -2.296  -0.466  1.120
C  -1.740  -1.308  -0.112
C  -0.297  -1.515  0.005
C  0.426  -0.385  -0.193
N  1.854  -0.492  -0.045
C  2.846  0.630  -0.090
C  2.721  1.017  -1.581
H  -2.285  1.670  1.398
H  -2.476  1.370  -0.229
H  -3.727  1.025  0.970
H  -1.527  -0.635  1.865
H  -3.051  -1.204  1.543
H  -2.262  -2.353  -0.309
H  -2.016  -0.724  -1.007
H  0.053  -2.503  0.379
H  -0.010  0.634  -0.234
H  2.172  -0.986  0.879
H  2.481  1.624  0.429
H  3.892  0.426  0.189
H  3.413  1.803  -1.781
H  1.629  1.364  -1.777
H  2.848  0.118  -2.139

Forces on atoms 1 to 3 (eV/Å):
-2.476 2.900 2.420
0.642 -5.111 -0.579
-2.563 -1.446 -0.506

Values from the calculation:
Highest occupied orbital energy, eV: -7.684
Net charge: 0
Energy relative to the best compared isomer or geometry (same formula, charge and spin), kcal/mol: 74.9
Gap between HOMO and LUMO, eV: 8.816
SMILES: CCC/C=C/NCC

***

| no. | molar mass (g/mol) |
| --- | --- |
| 1 | 168.029 |
| 2 | 259.005 |
| 3 | 1002.353 |
| 4 | 402.144 |
| 5 | 649.652 |
| 6 | 243.696 |
| 7 | 195.630 |
| 8 | 350.212 |
| 9 | 310.321 |
| 10 | 113.204 |
| 11 | 113.204 |
| 12 | 113.204 |